[1]
49
Properties=species:S:1:pos:R:3:forces:R:3 method="wB97M-V/def2-TZVPD" smiles="CC(=O)OCC1=C(C)C(=O)OC1=O.CCOC(=O)C(F)(F)F.CCOC(=O)C(F)(F)F" homo_lumo_gap_ev=10.0 mol_weight_g_mol=468.299 max_force_ha_per_bohr=0.1019 e_lumo_ev=-0.492 homo_ev=-10.52 spin_multiplicity=1 e_tot_ev=-51616.6303
C -3.69157 -2.84041 -3.10342 0.9844 0.3759 0.8941
C -3.61656 -2.02742 -4.37777 1.4219 0.2715 3.1526
O -4.24275 -2.35532 -5.28296 -2.6508 -1.3155 -4.3240
O -2.86826 -0.90993 -4.48190 0.5595 0.6778 0.8212
C -2.27941 -0.43877 -3.25676 0.9466 -0.6120 -0.7715
C -1.49209 0.80736 -3.47255 -1.2000 -0.4608 0.1638
C -1.76624 1.93472 -2.84718 0.8666 0.2273 -0.5342
C -2.82090 2.27909 -1.87718 -0.1441 0.2704 0.0564
C -0.70265 2.90267 -3.31393 -1.9298 -2.2146 0.3953
O -0.57457 3.95616 -2.85210 1.0361 3.5145 0.8305
O 0.05118 2.34140 -4.27697 0.6294 0.0684 -0.2112
C -0.29854 0.99792 -4.33457 -2.4926 1.9878 2.0428
O 0.28299 0.22821 -4.94484 2.4596 -2.9870 -2.5450
H -2.75623 -2.87549 -2.54726 0.0974 0.0730 -0.0013
H -4.41971 -2.41834 -2.41366 -0.2009 0.0706 -0.0785
H -3.94803 -3.86683 -3.31267 -0.3141 -0.0554 -0.3831
H -1.57859 -1.19892 -2.90935 -0.0815 -0.0957 0.2542
H -3.06299 -0.26892 -2.52977 0.0174 0.0501 0.2250
H -3.17889 1.41928 -1.32544 -0.0289 -0.2040 0.0051
H -2.45408 2.99261 -1.14845 -0.0037 0.2503 -0.0754
H -3.66849 2.71254 -2.40844 -0.0420 0.1451 0.0477
C 1.89134 4.89597 2.07741 -0.1027 -0.0852 -0.3171
C 1.62292 3.64980 2.89364 0.3552 0.5347 0.3158
O 0.66265 2.79840 2.23730 -0.1903 -0.3490 -0.1190
C 1.13834 2.00838 1.28455 0.3584 0.5499 0.4749
O 2.27597 1.93932 0.92435 -0.1659 -0.2591 -0.2218
C 0.00476 1.13917 0.72215 -0.8203 -0.5428 -0.4370
F -1.10952 1.85473 0.49493 0.3286 -0.0149 0.1785
F -0.32486 0.14810 1.57479 -0.0218 0.4385 -0.1643
F 0.34786 0.56429 -0.43525 0.1894 0.1841 0.2103
H 0.95889 5.41813 1.85986 0.0063 0.0306 0.1147
H 2.55458 5.56943 2.61913 -0.0124 -0.0331 0.0393
H 2.35484 4.64864 1.12246 0.0815 -0.0205 0.0586
H 1.18061 3.91737 3.85125 -0.2181 -0.1556 -0.0815
H 2.53942 3.09844 3.10116 -0.0533 -0.1407 -0.1907
C 2.02765 -1.16905 2.82068 0.2555 -0.3744 0.5943
C 2.33762 -2.35067 1.92774 -0.1375 0.5616 -0.3180
O 2.93871 -3.42268 2.67598 0.0627 -0.3333 0.0955
C 2.10072 -4.21237 3.33984 -0.1167 0.5624 -0.4704
O 0.91008 -4.10774 3.36855 0.0558 -0.2462 0.1897
C 2.88694 -5.32727 4.04356 0.3843 -0.5578 0.4824
F 3.98062 -4.84957 4.65880 -0.2354 0.0101 -0.1617
F 3.28982 -6.25214 3.15446 -0.1295 0.2506 0.0366
F 2.13866 -5.94142 4.96170 0.0115 0.2046 -0.2349
H 2.92478 -0.84741 3.35259 0.0478 -0.0001 -0.1078
H 1.65669 -0.34536 2.23698 0.0903 0.0821 -0.1184
H 1.28092 -1.42752 3.57203 -0.0789 -0.0032 -0.0970
H 3.06657 -2.06515 1.17148 0.1546 -0.1804 0.1113
H 1.44876 -2.70344 1.40504 -0.0297 -0.1503 0.1733

[2]
56
Properties=species:S:1:pos:R:3:forces:R:3 method="wB97M-V/def2-TZVPD" homo_lumo_gap_ev=7.2 mol_weight_g_mol=595.129 max_force_ha_per_bohr=0.0309 e_lumo_ev=-4.006 homo_ev=-11.24 total_charge=+1 spin_multiplicity=1 de_lowest_kcal_mol=6.1 e_tot_ev=-89160.0126
Pt -0.53081 -0.00262 0.22242 0.4451 1.4908 0.3315
C 0.36518 1.34109 3.61223 0.0031 -0.0416 -0.0901
O 0.60638 0.15553 2.86694 -0.0516 -0.0334 -0.0551
C 1.95455 -0.02238 2.49073 -0.2290 -0.0821 -0.1549
C 2.31386 0.70938 1.21512 0.1311 0.0089 0.1250
O 1.69671 0.10775 0.04374 -0.7225 -0.2194 0.0543
C 2.18353 0.79410 -1.13925 0.0296 0.0106 -0.2193
C 1.72573 0.10267 -2.40762 -0.2851 -0.0954 0.2597
O 0.33055 0.20350 -2.60115 -0.0190 -0.0523 -0.0744
C -0.07302 1.38665 -3.27794 0.0378 -0.0852 0.1300
H 0.84237 1.27646 4.59311 0.0182 0.0310 0.0079
H -0.71237 1.42028 3.73669 0.0172 -0.0007 0.0266
H 0.72222 2.23013 3.08521 -0.0042 0.0209 0.0081
H 2.10801 -1.09433 2.35030 -0.0017 -0.0008 0.0069
H 2.62251 0.31138 3.29069 0.0915 0.0442 -0.0497
H 3.39305 0.64402 1.05936 -0.0022 0.0237 0.0217
H 2.02094 1.76100 1.25517 -0.0404 -0.0127 -0.0067
H 3.27460 0.76901 -1.09134 -0.0100 0.0046 0.0023
H 1.84838 1.83310 -1.09639 -0.0386 -0.0157 0.0011
H 1.95998 -0.96188 -2.34347 0.0180 0.0001 -0.0044
H 2.26513 0.51400 -3.26559 0.1025 0.0742 0.0492
H 0.33412 1.40173 -4.29175 0.0042 0.0421 -0.0197
H 0.24178 2.28610 -2.74096 0.0004 0.0333 -0.0063
H -1.15976 1.36952 -3.32452 0.0128 0.0013 -0.0144
C -4.69618 0.83337 0.00633 -0.0359 -0.0041 0.1229
C -3.23968 1.16906 0.14485 0.1019 0.4498 0.2356
O -2.52285 0.19502 0.51238 0.2695 -0.7255 -0.5107
C -2.77183 2.51071 -0.05018 -0.0352 -0.1463 -0.0818
C -3.72770 3.53090 -0.30346 -0.0037 0.0483 -0.0285
C -3.37005 4.84295 -0.41261 -0.0491 -0.0527 0.0011
C -2.01546 5.19258 -0.27644 0.0831 0.0020 0.0053
C -1.05791 4.24326 -0.03801 -0.1040 0.1108 -0.0022
C -1.39887 2.87859 0.07455 0.0411 -0.2069 0.0836
O -0.42551 2.03513 0.27476 0.1852 -0.0181 -0.1006
H -4.81632 -0.24552 0.02982 -0.0013 -0.0040 0.0052
H -5.10180 1.23302 -0.92157 0.0075 -0.0521 -0.0161
H -5.26524 1.26842 0.83018 0.0185 0.0157 -0.0050
H -4.77023 3.26365 -0.39748 0.0065 0.0243 -0.0009
H -4.11558 5.60297 -0.59543 -0.0012 -0.0018 -0.0065
H -1.72177 6.23095 -0.36525 -0.0005 0.0000 0.0045
H -0.01478 4.51129 0.06331 0.0033 -0.0244 0.0062
C -1.73537 -4.86040 -0.19218 0.1570 -0.0514 -0.0286
Ge -2.20683 -2.98953 0.02634 -0.0343 0.1471 -0.0981
C -3.07452 -2.74145 1.75108 -0.0448 -0.0364 -0.0027
C -3.24436 -2.35846 -1.50439 -0.0897 -0.0388 -0.0098
C -0.58730 -1.81834 -0.03332 0.0615 -0.5234 0.0775
H -2.65008 -5.45364 -0.21630 -0.0090 0.0122 0.0030
H -1.12949 -5.21205 0.64255 0.0027 -0.0043 -0.0036
H -1.19169 -5.04070 -1.11897 -0.0017 0.0129 -0.0034
H -4.08713 -3.14272 1.68221 0.0053 0.0057 0.0293
H -3.12706 -1.69698 2.04316 0.0109 0.0258 -0.0097
H -2.54228 -3.30340 2.51786 0.0059 0.0169 0.0059
H -4.26890 -2.72443 -1.42296 0.0019 0.0039 -0.0177
H -2.82125 -2.74028 -2.43291 0.0152 -0.0039 0.0080
H -3.26102 -1.27188 -1.55139 0.0089 -0.0109 -0.0037
H 0.38720 -2.25637 -0.29825 -0.0826 -0.1170 0.0118

[3]
12
Properties=species:S:1:pos:R:3:forces:R:3 method="wB97M-V/def2-TZVPD" homo_lumo_gap_ev="7.7 / 7.7" mol_weight_g_mol=82.102 max_force_ha_per_bohr=0.0121 e_lumo_ev="-0.270 / -0.269" homo_ev="-7.99 / -7.98" spin_multiplicity=1 de_lowest_kcal_mol=125.1 e_tot_ev=-7323.8611
O 2.46354 0.79831 0.69206 -0.5047 0.1599 0.2148
C 1.40129 1.14737 1.14731 0.2990 -0.1192 -0.0729
C 0.07024 0.50996 0.80820 -0.0641 -0.0137 0.0217
C 0.18166 -0.56999 -0.21983 -0.0264 -0.0754 0.0757
C -0.82210 -0.94075 -1.07678 -0.3165 0.0962 -0.0236
C -2.00659 -0.93646 -1.68401 0.4715 0.0480 0.0992
H 1.34769 1.98489 1.87416 0.0048 -0.0850 -0.0839
H -0.61238 1.30140 0.47033 0.1025 -0.0809 0.1178
H -0.36374 0.12456 1.74289 0.0313 0.0720 0.0124
H -0.05465 -0.78347 -1.89820 -0.0719 -0.3536 -0.5092
H 1.18080 -0.96194 -0.39694 -0.1696 0.1892 -0.0592
H -2.78575 -1.67386 -1.45922 0.2441 0.1624 0.2073

[4]
113
Properties=species:S:1:pos:R:3:forces:R:3 method="wB97M-V/def2-TZVPD" homo_lumo_gap_ev="7.5 / 7.8" mol_weight_g_mol=1062.897 max_force_ha_per_bohr=0.0119 e_lumo_ev="-2.797 / -2.596" homo_ev="-10.33 / -10.38" total_charge=+1 spin_multiplicity=3 de_lowest_kcal_mol=0.0 e_tot_ev=-128333.0675
V -0.50199 -0.00532 -0.02722 0.0149 0.5742 0.2139
C 0.78268 -2.24920 4.25882 -0.0959 0.0356 0.0050
Sb 1.01805 -1.82846 2.14639 0.1088 -0.1284 0.1323
C -0.38360 -0.14077 2.04264 -0.0316 -0.1990 -0.0536
C -1.85207 -0.35593 2.29183 0.2020 -0.0868 -0.0341
C -2.42240 -1.38631 3.04607 -0.0416 -0.0224 -0.0318
C -3.79005 -1.42754 3.22060 -0.0081 0.0445 -0.0387
C -4.58377 -0.44492 2.63537 0.0367 -0.0105 0.0118
C -3.95345 0.51268 1.86765 -0.0549 -0.0133 -0.0358
N -2.63170 0.55574 1.69153 0.1048 -0.0402 -0.0269
Si 0.12822 1.19458 3.31647 0.0123 -0.0241 -0.0360
C -0.55735 0.76629 5.01555 -0.0047 0.0610 -0.0109
C -0.56548 2.87762 2.89150 -0.0088 -0.0331 0.0854
C 1.98639 1.37811 3.56035 -0.0382 -0.0418 -0.0204
C -0.08164 -3.48190 1.09371 -0.0928 0.0178 -0.0238
C -1.39526 -3.06088 0.50144 0.1062 -0.0503 0.0188
C -2.48614 -3.94356 0.50671 -0.0009 0.0285 -0.0276
C -3.70476 -3.60654 -0.02904 0.0010 -0.0001 -0.0163
C -3.86312 -2.34990 -0.59561 0.0074 0.0246 -0.0224
C -2.76703 -1.52894 -0.60840 -0.0466 -0.0349 -0.0309
N -1.55743 -1.85577 -0.10289 -0.1288 -0.2422 0.0757
Si -0.17364 -5.00493 2.28239 -0.0044 0.0408 -0.0240
C 1.47529 -5.28056 3.15436 0.0259 0.0231 -0.0099
C -0.52317 -6.65249 1.43282 0.0045 0.0270 -0.0304
C -1.50967 -4.82409 3.59444 0.0337 -0.0229 -0.0336
Si 1.03961 -4.03967 -0.39596 -0.0832 -0.0124 0.0369
C 1.91021 -2.63828 -1.25693 0.0162 0.0295 0.0040
C -0.07523 -4.86126 -1.65816 0.0357 0.0230 0.0164
C 2.42109 -5.19161 0.11761 0.0389 0.0256 -0.0007
H 1.59878 -1.70541 4.73537 -0.0016 0.0276 0.0080
H 0.90478 -3.30018 4.48646 0.0185 -0.0408 -0.0059
H -0.15716 -1.88746 4.66294 0.0173 -0.0398 0.0056
H -1.79637 -2.14908 3.47966 0.0158 -0.0122 0.0156
H -4.23652 -2.21734 3.81135 -0.0174 -0.0129 0.0116
H -5.65653 -0.43244 2.76031 -0.0249 -0.0021 0.0051
H -4.52128 1.28028 1.35354 -0.0215 0.0208 -0.0049
H -1.55698 0.33311 4.98650 -0.0422 -0.0060 -0.0055
H -0.62720 1.69350 5.58972 0.0175 0.0214 0.0179
H 0.09148 0.09066 5.57215 0.0074 0.0054 0.0010
H -1.64928 2.89782 3.00456 -0.0465 -0.0114 -0.0140
H -0.33802 3.20150 1.88059 0.0498 0.0174 -0.0794
H -0.13829 3.59752 3.59455 -0.0096 0.0447 0.0072
H 2.52667 0.43124 3.62391 0.0290 -0.0175 -0.0108
H 2.11783 1.88555 4.51859 0.0186 0.0166 0.0418
H 2.46924 1.99439 2.80325 0.0150 0.0276 -0.0483
H -2.36733 -4.91628 0.94492 0.0195 -0.1016 0.0344
H -4.52428 -4.31181 -0.00093 -0.0232 -0.0186 0.0000
H -4.79985 -2.01407 -1.01400 -0.0167 0.0050 -0.0040
H -2.84974 -0.53316 -1.03270 -0.0036 -0.0124 0.0124
H 1.94900 -6.18651 2.77849 -0.0035 -0.0286 -0.0191
H 1.30349 -5.42887 4.22211 -0.0146 -0.0077 0.0292
H 2.20170 -4.47522 3.05068 0.0208 0.0197 -0.0052
H 0.23790 -6.92758 0.70358 -0.0430 0.0108 -0.0053
H -1.49115 -6.74687 0.94493 -0.0751 -0.0006 -0.0192
H -0.49273 -7.40878 2.22174 0.0035 -0.0180 0.0382
H -1.30733 -4.03761 4.31837 0.0437 0.0392 0.0339
H -1.53325 -5.76601 4.14833 -0.0108 -0.0271 0.0173
H -2.50780 -4.66384 3.18866 -0.0440 0.0251 -0.0118
H 1.22772 -1.87339 -1.61401 -0.0417 0.0267 -0.0175
H 2.41019 -3.05598 -2.13497 0.0341 -0.0242 -0.0185
H 2.66361 -2.15504 -0.63364 0.0151 0.0084 -0.0033
H -0.75875 -4.13934 -2.11067 -0.0145 0.0283 -0.0084
H -0.67072 -5.67492 -1.24757 -0.0387 -0.0545 0.0365
H 0.54074 -5.27213 -2.46075 0.0192 -0.0143 -0.0207
H 3.09152 -4.71917 0.83677 0.0205 0.0109 0.0089
H 3.00308 -5.37141 -0.78979 0.0301 -0.0107 -0.0280
H 2.12369 -6.15966 0.51030 0.0151 0.0087 0.0007
I -0.79625 -0.55104 -3.19614 0.0057 -0.1415 0.0700
C 1.05180 0.39945 -3.37801 0.0525 0.0164 -0.0251
C 1.50879 0.59396 -4.65261 0.0280 0.0022 0.0348
C 2.77324 1.17818 -4.85935 -0.0128 -0.0205 0.0078
C 3.53418 1.52375 -3.78266 -0.0217 -0.0105 -0.0035
C 3.07568 1.30783 -2.46060 0.0739 0.0124 0.0123
C 3.92362 1.63426 -1.36884 -0.0436 -0.0012 -0.0092
C 3.50434 1.42035 -0.09448 -0.0183 0.0124 -0.0082
C 2.21304 0.89026 0.13278 0.0269 -0.0041 0.0695
C 1.33180 0.54244 -0.86403 0.0823 -0.0920 -0.1577
C 1.79256 0.74379 -2.21297 -0.0654 -0.0066 0.0016
H 0.91226 0.28705 -5.50083 -0.0200 0.0044 -0.0180
H 3.13566 1.32717 -5.86771 0.0001 -0.0011 -0.0120
H 4.51843 1.95312 -3.92072 0.0217 0.0127 -0.0035
H 4.90424 2.04210 -1.57814 0.0279 0.0097 -0.0023
H 4.14515 1.65522 0.74626 0.0092 -0.0080 0.0109
H 1.92716 0.75056 1.16499 -0.0039 0.0131 0.0022
C -0.39470 5.95962 -0.25186 -0.0325 -0.0012 -0.0065
C 0.97972 5.41010 -0.60506 0.0757 0.0051 0.0495
C 0.98839 3.89916 -0.79236 -0.0030 -0.0488 0.0252
N 0.15493 3.53127 -1.93385 -0.1836 0.0456 -0.0927
C -0.96874 2.86302 -1.92066 0.1140 -0.2015 0.0624
S -1.62215 2.08312 -0.50106 -0.1414 0.3862 -0.0896
N -1.73482 2.75911 -3.04517 -0.0395 0.0949 0.0194
C -1.66606 3.32501 -4.33702 0.0185 -0.0459 -0.0699
O -2.42002 2.90452 -5.17183 -0.0001 -0.0189 0.0007
C -0.69154 4.42986 -4.58300 0.0012 0.0103 0.0790
C -1.03285 5.73294 -4.23638 0.0399 -0.0150 0.0301
C -0.11649 6.75381 -4.43651 0.0144 -0.0098 -0.0077
C 1.13462 6.47188 -4.96986 -0.0028 0.0070 -0.0034
C 1.46761 5.17138 -5.32231 -0.0089 0.0147 0.0103
C 0.55255 4.14498 -5.13563 -0.0139 0.0293 -0.0214
H -0.36204 7.03932 -0.11422 0.0137 0.0158 0.0040
H -0.77157 5.51454 0.66942 -0.0046 -0.0260 0.0403
H -1.12270 5.75369 -1.03922 -0.0042 -0.0022 -0.0224
H 1.69683 5.64221 0.18569 -0.0142 0.0077 0.0052
H 1.36210 5.89066 -1.51143 -0.0063 -0.0064 -0.0281
H 0.60058 3.38200 0.08082 0.0154 0.0171 -0.0107
H 1.99347 3.52468 -0.98968 -0.0089 0.0263 0.0104
H 0.44049 3.94673 -2.81376 -0.0111 -0.0089 -0.0303
H -2.49468 2.09580 -2.96003 0.0163 0.0276 0.0020
H -2.00662 5.94654 -3.81476 -0.0246 -0.0007 0.0088
H -0.37950 7.77010 -4.17736 -0.0021 0.0155 0.0068
H 1.84843 7.27028 -5.11925 0.0103 0.0133 -0.0029
H 2.43878 4.95502 -5.74583 0.0150 -0.0085 -0.0131
H 0.80677 3.12799 -5.40204 -0.0014 -0.0163 -0.0129

What did the third record say?
12
Properties=species:S:1:pos:R:3:forces:R:3 method="wB97M-V/def2-TZVPD" homo_lumo_gap_ev="7.7 / 7.7" mol_weight_g_mol=82.102 max_force_ha_per_bohr=0.0121 e_lumo_ev="-0.270 / -0.269" homo_ev="-7.99 / -7.98" spin_multiplicity=1 de_lowest_kcal_mol=125.1 e_tot_ev=-7323.8611
O 2.46354 0.79831 0.69206 -0.5047 0.1599 0.2148
C 1.40129 1.14737 1.14731 0.2990 -0.1192 -0.0729
C 0.07024 0.50996 0.80820 -0.0641 -0.0137 0.0217
C 0.18166 -0.56999 -0.21983 -0.0264 -0.0754 0.0757
C -0.82210 -0.94075 -1.07678 -0.3165 0.0962 -0.0236
C -2.00659 -0.93646 -1.68401 0.4715 0.0480 0.0992
H 1.34769 1.98489 1.87416 0.0048 -0.0850 -0.0839
H -0.61238 1.30140 0.47033 0.1025 -0.0809 0.1178
H -0.36374 0.12456 1.74289 0.0313 0.0720 0.0124
H -0.05465 -0.78347 -1.89820 -0.0719 -0.3536 -0.5092
H 1.18080 -0.96194 -0.39694 -0.1696 0.1892 -0.0592
H -2.78575 -1.67386 -1.45922 0.2441 0.1624 0.2073